# 1
75
Properties=species:S:1:pos:R:3:forces:R:3:mulliken_charge:R:1 method="wB97M-V/def2-TZVPD" e_homo_ha=-0.2598 gap_ev=7.3 multiplicity=1
C -4.0464 0.6337 -3.1516 0.2 0.8 -1.4 -0.449
C -2.9999 -0.0573 -4.0878 0.2 -0.2 -0.4 0.315
C -3.5934 -1.1712 -5.0251 0.2 -0.5 2.3 -1.204
C -1.6204 0.2848 -4.0952 -1.2 -0.7 0.2 -0.670
C -0.5284 -0.6639 -3.4537 -0.6 0.6 -1.3 -0.135
C 0.6918 0.1925 -2.9614 -0.3 -0.7 -1.0 -0.632
C 1.9204 -0.6855 -2.4593 0.0 2.2 0.5 0.584
C 3.2117 -0.1266 -3.1805 -0.6 -0.4 0.0 -1.591
C 2.0505 -0.3833 -0.8957 0.0 -1.3 -1.5 -0.685
C 0.9730 -1.2773 -0.1886 0.7 1.0 -0.1 -1.275
C 0.9711 -1.1702 1.4078 0.0 -1.1 -1.2 2.520
C 2.0005 -2.2416 1.9255 0.6 0.0 0.3 -1.170
C 3.4929 -1.7557 2.0426 0.8 -0.7 1.1 0.744
C 3.8428 -1.2308 3.5099 -0.3 0.0 -1.6 -1.330
C 4.4092 -3.0250 1.8283 -0.5 0.3 0.3 -1.534
C 1.3166 0.3224 1.7622 -0.9 0.5 0.6 -0.780
C 0.9957 0.7869 3.2313 0.1 0.9 -0.8 -1.202
O 0.9877 -0.2690 4.2127 -1.5 -0.5 -0.3 -0.373
S -0.6359 -0.7452 4.2548 -0.6 -0.3 2.5 0.707
O -0.9532 -1.3254 5.5788 1.2 0.5 -2.6 -0.644
O -0.6448 -2.0194 3.1733 0.2 0.5 0.1 -0.438
C -0.5164 -1.5939 1.8205 0.7 0.8 -1.0 -0.142
Cl -1.0616 -3.0565 0.8344 0.3 0.1 0.8 -0.230
O -1.3345 -0.5137 1.4601 0.1 -1.7 1.1 0.423
C -2.7289 -0.7757 1.6242 -1.9 1.7 0.3 -0.699
C -3.4465 0.6558 1.6622 0.7 -1.0 -1.7 -0.774
N -2.6875 1.5267 0.7183 -0.6 0.5 1.0 0.095
C -2.3127 2.8161 1.3210 0.9 0.0 -1.1 -0.388
C -1.6654 3.7100 0.1758 0.3 -0.1 1.2 0.356
C -0.0851 3.6823 0.2163 -0.7 0.0 -0.8 -0.924
O -2.1265 5.0647 0.3337 0.0 -0.5 -0.4 -0.590
H -3.5028 1.2515 -2.4005 -0.5 -0.3 -0.7 -0.318
H -4.8083 1.2305 -3.7192 0.5 -0.2 0.6 0.382
H -4.6345 -0.1400 -2.5927 0.7 0.3 -0.6 0.331
H -2.8066 -1.8624 -5.4013 -0.6 0.6 0.1 0.314
H -4.3451 -1.7425 -4.4270 0.4 0.0 -0.7 0.335
H -4.1584 -0.6915 -5.8615 0.7 -0.1 0.6 0.294
H -1.3595 1.2480 -4.5936 0.1 0.1 2.1 0.351
H -1.0243 -1.0766 -2.5404 0.5 -0.1 -1.0 0.140
H -0.2530 -1.4685 -4.1759 0.2 0.3 0.8 0.424
H 1.0356 0.8482 -3.8042 -0.3 -0.5 0.6 0.784
H 0.3036 0.8865 -2.1781 0.4 -0.5 -0.4 -0.469
H 1.7783 -1.7727 -2.6518 0.0 0.8 0.1 0.610
H 4.0350 -0.8785 -3.1343 -0.4 0.8 0.0 0.352
H 3.5067 0.8322 -2.6904 0.0 -0.7 -0.3 0.311
H 2.9736 0.1257 -4.2451 0.4 -0.4 0.8 0.469
H 1.8818 0.7127 -0.8050 0.2 -0.8 0.3 0.242
H 3.1064 -0.6461 -0.6397 -0.9 0.2 0.3 0.010
H 1.1730 -2.3244 -0.5257 -0.3 0.8 0.5 0.419
H -0.0160 -0.9645 -0.6128 0.8 -0.2 0.5 -0.241
H 1.7341 -2.6708 2.9273 0.0 0.6 -0.8 0.452
H 2.0103 -3.1263 1.2370 -0.3 0.9 0.4 0.559
H 3.7766 -0.9289 1.3570 -0.3 -0.8 0.1 0.094
H 3.4859 -0.1813 3.5894 0.2 -0.8 0.4 0.161
H 4.9526 -1.2301 3.5938 -0.8 0.0 0.3 0.515
H 3.3452 -1.9127 4.2324 0.5 0.7 -0.2 0.304
H 4.1023 -3.6152 0.9340 0.4 0.5 0.5 0.351
H 4.2498 -3.6752 2.7267 0.2 0.3 -0.7 0.327
H 5.4936 -2.7705 1.7939 -0.8 -0.1 -0.1 0.386
H 0.6809 0.9607 1.0932 0.5 -0.5 0.6 -0.091
H 2.3669 0.6094 1.5433 -0.6 -0.7 0.0 0.703
H 1.7104 1.5783 3.5672 -0.4 -0.8 -0.2 0.455
H -0.0175 1.2554 3.2295 0.7 -0.2 0.0 0.253
H -3.1851 -1.2992 0.7477 0.8 0.1 0.7 0.339
H -2.9804 -1.2876 2.5839 0.4 0.0 -0.8 0.271
H -4.4493 0.5109 1.1851 0.5 0.1 1.1 0.351
H -3.5018 1.0735 2.6888 0.0 -0.2 -0.7 0.356
H -3.2267 1.6770 -0.1319 0.0 0.1 0.4 0.066
H -3.1734 3.3475 1.8059 0.8 -0.2 -0.3 0.347
H -1.4827 2.6058 2.0416 -1.0 0.2 -0.1 0.049
H -2.0163 3.3036 -0.8052 0.1 0.7 0.7 0.054
H 0.2806 3.0228 -0.6074 0.0 0.3 0.8 -0.118
H 0.3028 3.3537 1.2040 -0.2 0.2 -0.7 0.296
H 0.2728 4.7122 -0.0222 -0.1 -0.8 0.2 0.551
H -1.4935 5.5306 0.8894 -0.1 0.0 0.0 0.345

# 2
73
Properties=species:S:1:pos:R:3:forces:R:3:mulliken_charge:R:1 method="wB97M-V/def2-TZVPD" de_lowest_kj_mol=190.4 e_homo_ha="-0.6291 / -0.6287" charge=+3 gap_ev="5.3 / 4.9" multiplicity=1
Lu -0.7376 -0.4980 -0.4516 1.0 0.2 1.8 1.465
P -0.3525 1.5036 2.3383 0.3 1.4 0.6 1.086
P -3.2063 0.6468 -0.1504 -0.5 -0.3 0.7 0.873
P 2.2617 0.0722 -0.0357 1.1 -0.4 0.1 1.049
H -2.2406 0.1348 -4.1171 0.1 -0.5 0.0 0.373
C -1.6004 -0.7427 -4.2652 -0.4 -0.8 -0.9 -0.571
C -1.7290 -1.9285 -3.6611 0.2 0.2 -0.1 -0.613
H -2.5148 -2.1419 -2.9261 0.2 0.1 -0.3 0.368
C -0.1730 3.3175 1.9867 0.0 -0.5 -0.6 -1.291
C -1.6889 1.5314 3.5849 -0.4 -0.4 -0.3 -1.442
C 1.0853 1.1889 3.4380 0.5 -0.6 -0.1 -0.867
C -3.9770 -0.0762 -1.6093 -0.3 -0.1 -0.3 -1.352
C -4.2754 0.0826 1.2463 -0.2 -0.3 0.2 -1.198
C -3.5966 2.4027 -0.2865 0.3 0.5 -0.1 -1.289
C 3.3150 -0.8117 -1.2488 -0.8 -0.1 -0.5 -1.798
C 3.2389 -0.5547 1.3699 0.2 -0.1 0.5 -1.160
C 2.9045 1.7537 -0.3642 -0.2 0.3 0.1 -1.408
H -0.8447 -0.6264 -5.0663 -0.5 0.0 0.6 0.312
H -1.0120 -2.7491 -3.8454 -0.6 0.5 -0.1 0.298
H -0.4985 3.9430 2.8320 0.2 -0.4 -0.1 0.442
H -0.7845 3.5657 1.1020 0.5 0.1 0.3 0.269
H 0.9071 3.4593 1.8101 -0.6 0.3 -0.2 0.376
H -1.3230 2.1977 4.3820 -0.2 -0.2 -0.2 0.543
H -1.8453 0.5177 3.9969 -0.2 0.6 -0.2 0.267
H -2.6046 1.9562 3.1383 0.3 -0.3 0.4 0.409
H 1.6606 2.1088 3.6368 -0.3 -0.2 -0.3 0.482
H 1.7508 0.4410 2.9783 -0.3 0.3 0.5 -0.258
H 0.7431 0.8035 4.4113 0.0 0.0 -0.4 0.463
H -4.9499 0.3955 -1.7331 -0.2 -0.2 -0.2 0.528
H -4.1164 -1.1517 -1.4756 -0.1 0.0 0.0 0.359
H -3.3849 0.0857 -2.5147 -0.2 0.1 0.2 0.219
H -5.2706 0.5947 1.1836 0.8 -0.4 0.1 0.434
H -3.8088 0.2873 2.2481 -0.5 -0.2 -1.0 0.264
H -4.4396 -1.0169 1.1316 0.0 0.8 0.2 0.396
H -4.5579 2.4697 -0.8212 0.3 0.2 0.3 0.483
H -2.8087 2.9102 -0.8694 -0.5 0.0 0.3 0.311
H -3.6943 2.8629 0.7145 0.1 -0.2 -0.5 0.376
H 4.4061 -0.7703 -1.1134 -0.5 0.4 0.3 0.501
H 3.0519 -0.3460 -2.1979 0.4 -0.5 -0.1 0.583
H 3.0214 -1.8628 -1.1770 0.1 0.0 -0.5 0.423
H 4.1974 -0.8942 0.9494 -0.3 0.2 0.5 0.532
H 2.7257 -1.4251 1.8047 0.3 0.5 0.0 -0.036
H 3.4238 0.2154 2.1260 0.1 -0.3 -0.1 0.617
H 3.9272 1.6503 -0.7630 -0.4 0.2 0.3 0.432
H 2.9266 2.3547 0.5576 0.0 -0.1 -0.4 0.428
H 2.2717 2.2463 -1.1218 0.3 0.0 0.3 0.277
C 0.8096 0.0282 -3.3124 -1.5 -0.3 2.5 0.085
C 0.5727 1.3654 -3.6878 0.1 1.4 -0.9 0.201
C 1.2786 1.9295 -4.7430 -0.8 0.3 0.4 -0.713
C 2.1644 1.1125 -5.4829 0.4 0.1 0.1 -0.457
C 2.4673 -0.1661 -5.0275 -0.1 -2.1 0.9 -0.652
C 1.7810 -0.7542 -3.9504 1.4 0.3 -1.0 -0.441
O 0.1207 -0.4174 -2.2521 2.4 0.7 -2.7 -0.481
H -0.4591 1.4681 -0.6973 0.1 0.7 0.7 -0.117
H -0.2058 1.8494 -3.0858 0.5 0.3 -0.5 0.485
H 1.1779 2.9770 -5.0514 -0.3 -0.5 0.3 0.478
H 2.7311 1.4332 -6.3658 -0.5 0.3 0.4 0.463
H 3.2767 -0.6944 -5.5467 -0.5 0.0 0.4 0.464
H 2.0538 -1.6571 -3.4086 0.0 -0.2 -0.9 0.722
N -1.0398 -2.2000 1.2159 -0.2 -0.4 -0.6 -0.654
C -0.0748 -2.4605 2.2806 0.2 -0.1 0.2 0.759
C -0.3611 -2.0691 3.5873 0.1 0.3 0.4 -0.491
C 0.5585 -2.3773 4.6086 -0.4 -0.2 -0.2 -0.819
C 1.6928 -3.1259 4.3060 0.3 0.1 -0.2 -0.663
C 1.9744 -3.4740 2.9812 -0.2 -0.2 -0.1 -0.453
C 1.0837 -3.1569 1.9494 0.1 0.1 0.5 -0.629
H -1.9579 -2.1342 1.6653 0.0 -0.2 -0.4 0.265
H -1.0354 -3.0407 0.6121 -0.4 0.2 0.6 0.433
H -1.3042 -1.5461 3.8562 0.7 -0.5 -0.4 0.578
H 0.3561 -2.0859 5.6458 0.0 -0.1 -0.5 0.485
H 2.3854 -3.4523 5.0887 -0.3 0.3 -0.3 0.419
H 2.8940 -4.0109 2.7544 -0.2 0.0 0.0 0.438
H 1.2761 -3.4435 0.9077 0.0 0.0 0.4 0.339

# 3
75
Properties=species:S:1:pos:R:3:forces:R:3:lowdin_spin:R:1 method="wB97M-V/def2-TZVPD" e_homo_ha="-0.7664 / -0.7638" charge=+4 gap_ev="4.7 / 4.6" multiplicity=3
P -2.4458 0.8952 0.1027 -1.9 2.6 0.0 0.139
C -2.1575 2.7231 -0.0134 1.3 -0.6 0.0 0.012
H -3.1051 3.2489 0.1147 -0.1 -0.3 0.1 0.004
H -1.7532 2.9705 -0.9922 0.0 0.0 0.0 0.000
H -1.4642 3.0376 0.7629 0.0 0.3 0.0 0.000
C -3.6024 0.8631 -1.3355 0.7 -1.5 -0.6 0.035
H -4.1811 -0.0563 -1.3442 -0.1 0.0 -0.1 0.000
H -3.0111 0.9094 -2.2503 -0.1 0.0 -0.1 0.000
H -4.2762 1.7226 -1.3119 0.2 0.1 0.4 0.007
C -3.5859 0.9903 1.5330 0.9 -1.3 0.2 0.011
H -4.4504 1.6069 1.2944 0.0 0.0 -0.2 0.003
H -3.0340 1.4135 2.3684 -0.2 0.1 0.2 0.000
H -3.8914 -0.0214 1.7803 -0.4 0.0 0.3 0.000
P 0.4270 -1.8352 2.9143 1.6 -0.4 3.4 0.040
C 1.4260 -0.7222 3.9665 -0.2 0.2 -0.6 0.010
H 1.7797 -1.3445 4.7916 0.0 0.1 0.0 0.000
H 0.8059 0.0916 4.3394 0.1 0.0 0.2 0.000
H 2.2756 -0.3183 3.4166 0.1 0.0 0.2 0.000
C -0.8566 -2.2888 4.0967 -0.6 -0.1 -0.6 0.020
H -1.4099 -3.1569 3.7369 0.0 0.0 0.3 0.000
H -1.5317 -1.4381 4.2207 0.0 -0.1 0.2 0.000
H -0.3395 -2.5011 5.0381 -0.1 0.0 -0.1 0.002
C 1.5757 -3.2333 2.7806 -0.3 -0.2 -0.8 0.002
H 1.7188 -3.6124 3.7973 0.0 0.0 -0.1 0.001
H 2.5252 -2.8811 2.3687 0.0 -0.2 0.1 0.000
H 1.1466 -4.0011 2.1345 0.2 -0.2 0.2 0.000
P 1.1987 -1.5319 -1.8574 1.6 -0.1 -2.7 0.120
C 2.7744 -0.6514 -2.2575 -0.3 0.6 1.4 0.006
H 3.0913 -0.9169 -3.2668 -0.3 -0.2 0.0 0.003
H 3.5394 -0.9380 -1.5436 0.3 0.0 -0.1 0.000
H 2.6331 0.4254 -2.2007 0.1 0.1 -0.1 0.000
C 1.8728 -3.2169 -2.1596 -0.8 -0.2 1.3 0.015
H 2.5448 -3.2178 -3.0185 -0.1 0.3 0.0 0.003
H 1.0646 -3.9267 -2.3081 0.0 -0.2 -0.1 0.000
H 2.4287 -3.4998 -1.2682 0.2 -0.3 0.0 0.000
C 0.4039 -1.1512 -3.4851 -1.4 0.4 0.9 0.031
H 0.9908 -1.5476 -4.3182 0.3 -0.2 0.4 0.006
H 0.3163 -0.0702 -3.5934 0.0 0.0 0.0 0.000
H -0.5950 -1.5815 -3.5119 -0.1 0.0 -0.2 0.000
W -0.1705 -1.0210 0.8060 -3.5 -1.4 -5.2 0.959
C -0.3388 0.6632 1.7869 1.2 6.4 4.5 0.023
O -0.2689 1.6456 2.4726 -0.7 -5.3 -3.8 0.025
C 1.7663 -0.7833 0.6871 7.3 1.8 1.6 0.033
O 2.9383 -0.5843 0.8490 -6.1 -1.3 -1.2 0.044
C -1.1438 -4.1818 -0.3078 0.5 0.2 0.2 -0.001
C -1.7227 -3.5659 -1.4227 -0.1 0.5 -0.1 0.025
C -2.8260 -2.7117 -1.2552 0.2 0.0 -0.3 0.046
C -3.3951 -2.5373 0.0090 0.3 0.3 0.3 0.004
C -2.8087 -3.1531 1.1317 0.0 0.5 0.2 0.012
C -1.7102 -4.0076 0.9703 0.6 0.5 0.0 0.015
H -0.2298 -4.7718 -0.4254 -0.5 -0.2 0.0 0.000
H -1.3283 -3.7554 -2.4250 -0.1 0.1 0.3 0.000
H -3.2245 -2.1580 -2.1121 0.0 -0.5 0.2 0.001
H -4.2969 -1.9308 0.1293 0.3 -0.2 0.0 0.000
H -3.1941 -2.9437 2.1338 -0.2 -0.4 -0.4 0.000
H -1.3011 -4.5498 1.8264 -0.1 0.1 -0.3 0.000
O 0.1922 1.0908 -0.9963 -1.2 -1.7 0.4 0.275
C 0.9944 2.0459 -1.0163 2.0 1.2 1.3 0.023
C 0.9068 2.9676 -2.2160 -0.3 -1.1 0.3 0.030
C 0.6208 4.3896 -1.7911 0.2 0.3 0.1 0.009
C 1.8797 5.1057 -1.3312 0.1 0.4 0.0 0.002
C 2.5195 4.6261 -0.0317 0.2 -0.1 0.2 0.000
C 2.9975 3.1686 -0.0517 0.7 1.3 -0.4 0.000
N 1.8655 2.2583 -0.0099 -1.0 -1.2 -0.6 0.000
H 1.8230 2.8244 -2.8082 -0.1 0.3 0.0 0.003
H 0.0600 2.5612 -2.7695 0.1 0.0 -0.3 0.001
H 0.1707 4.8969 -2.6477 0.2 0.1 0.0 0.002
H -0.1475 4.3879 -1.0102 0.1 0.1 0.0 0.001
H 2.6196 5.0301 -2.1337 0.0 0.2 0.0 0.000
H 1.6185 6.1574 -1.2139 0.2 0.1 0.0 0.001
H 3.3916 5.2489 0.1966 -0.2 0.0 -0.1 0.000
H 1.8185 4.7421 0.8014 0.1 0.1 0.0 0.000
H 3.5881 2.9857 -0.9677 -0.2 0.0 0.3 0.000
H 3.6654 2.9656 0.8020 -0.5 -0.1 -0.3 0.000
H 1.8220 1.6560 0.8199 -0.1 0.5 -0.8 -0.001

Number 1: total energy -59643.62763 eV, maximum force 2.90 eV/A. Number 2: total energy -89560.91890 eV, maximum force 3.66 eV/A. Number 3: total energy -61844.77471 eV, maximum force 7.93 eV/A.